Below is a structure of composition C31H29GeN5O2PdS3, with properties calculated with ωB97M-V/def2-TZVPD.

ORCA input file:
```
! wB97M-V def2-TZVPD RIJCOSX def2/J DEFGRID3
* xyz 4 1
Pd -0.295 -0.510 -0.849
O 4.254 -0.829 -1.743
C 4.532 0.426 -1.812
C 5.860 0.807 -2.101
C 6.150 2.129 -2.190
C 5.135 3.129 -1.992
C 3.836 2.786 -1.708
C 3.475 1.431 -1.601
C 2.149 0.982 -1.324
O 1.822 -0.245 -1.202
N 1.193 1.969 -1.242
N -0.027 1.592 -1.057
C -0.901 2.711 -1.108
S -0.299 4.201 -1.639
C -1.790 5.139 -1.178
C -2.981 4.230 -1.352
S -2.523 2.591 -0.682
H 3.292 -0.952 -1.560
H 6.599 0.029 -2.253
H 7.161 2.446 -2.418
H 5.407 4.174 -2.070
H 3.094 3.557 -1.561
H -1.844 6.008 -1.831
H -1.655 5.464 -0.147
H -3.255 4.081 -2.396
H -3.848 4.581 -0.793
C -5.494 -1.164 -1.062
N -4.444 -2.191 -0.921
C -4.672 -3.507 -0.570
C -3.484 -4.135 -0.546
N -2.523 -3.191 -0.907
C -3.139 -2.010 -1.115
S -2.410 -0.533 -1.607
C -1.149 -3.491 -1.072
C -0.826 -4.776 -1.459
C 0.498 -5.183 -1.438
C 1.458 -4.288 -0.995
C 1.073 -3.007 -0.688
N -0.209 -2.575 -0.753
H -6.454 -1.667 -1.092
H -5.357 -0.623 -1.993
H -5.462 -0.489 -0.211
H -5.665 -3.878 -0.366
H -3.228 -5.148 -0.286
H -1.609 -5.450 -1.775
H 0.766 -6.186 -1.745
H 2.499 -4.570 -0.903
H 1.792 -2.279 -0.353
Ge -0.746 -0.401 1.723
C 0.933 -1.185 2.132
C 0.901 -2.517 2.566
C 2.064 -3.133 3.003
C 3.269 -2.435 2.971
C 3.312 -1.113 2.526
C 2.149 -0.488 2.111
C -1.244 1.381 2.140
C -0.342 2.452 2.179
C -0.765 3.698 2.609
C -2.091 3.884 3.006
C -2.992 2.824 2.975
C -2.573 1.576 2.532
H -1.919 -1.383 1.760
H -0.034 -3.068 2.596
H 2.035 -4.147 3.379
H 4.176 -2.915 3.312
H 4.250 -0.572 2.541
H 2.183 0.558 1.817
H 0.702 2.310 1.914
H -0.062 4.521 2.676
H -2.413 4.852 3.364
H -4.010 2.967 3.313
H -3.282 0.754 2.519
*
```

Kohn-Sham gap (spin up / spin down) ... 0.1731 / 0.1733 Ha
HOMO (spin up / spin down) ... -19.1 / -19.1 eV

Below is a cluster of 2 separate species, C2H6O in total, with properties calculated with ωB97M-V/def2-TZVPD.

ORCA input file:
```
! wB97M-V def2-TZVPD RIJCOSX def2/J DEFGRID3
* xyz 0 1
C 0.267 -0.746 -0.979
C 0.625 -1.492 0.060
H 0.404 0.339 -0.904
H -0.208 -1.138 -1.886
H 0.999 -1.091 1.009
H 0.484 -2.576 -0.015
O -0.694 2.448 1.204
H -0.594 2.593 0.236
H -1.284 1.664 1.277
*
```

SMILES ... C=C.O
Kohn-Sham gap ... 0.4152 Ha
ΔE to the lowest compared entry with this formula, charge and spin ... 71.5 kJ/mol
HOMO ... -10.4 eV

Below is the molecule Cl2H2O2P2, with properties calculated with ωB97M-V/def2-TZVPD.

ORCA input file:
```
! wB97M-V def2-TZVPD RIJCOSX def2/J DEFGRID3
* xyz 0 1
O -0.731 -0.745 -2.062
O 0.424 0.733 -0.307
P -0.945 -0.111 -0.787
P 1.538 0.902 0.836
Cl 2.679 -0.726 0.532
Cl 0.469 0.173 2.456
H -2.119 0.729 -0.811
H -1.315 -0.955 0.142
*
```

SMILES ... O=[PH2]OP(Cl)Cl
Kohn-Sham gap ... 0.3927 Ha
ΔE to the lowest compared entry with this formula, charge and spin ... 30.9 kJ/mol
HOMO ... -10.5 eV

Below is a structure of composition C6H9N, with properties calculated with ωB97M-V/def2-TZVPD.

ORCA input file:
```
! wB97M-V def2-TZVPD RIJCOSX def2/J DEFGRID3
* xyz 0 1
C 0.484 0.279 1.727
C -0.702 0.504 0.815
C -0.325 0.932 -0.641
C 0.804 -0.496 -1.461
C -1.087 -0.481 -0.187
C -0.073 -1.464 -0.731
N 0.050 -2.684 -0.711
H 1.290 -0.256 1.216
H 0.873 1.235 2.094
H 0.186 -0.328 2.587
H -1.518 1.069 1.266
H -1.005 1.562 -1.209
H 0.640 -0.375 -2.533
H 0.670 1.381 -0.590
H 1.854 -0.366 -1.171
H -2.141 -0.512 -0.472
*
```

Kohn-Sham gap (spin up / spin down) ... 0.2934 / 0.2451 Ha
ΔE to the lowest compared entry with this formula, charge and spin ... 614.5 kJ/mol
HOMO (spin up / spin down) ... -7.7 / -6.5 eV

Below is a structure of composition C15H15AsF6HfN4O3S, with properties calculated with ωB97M-V/def2-TZVPD.

ORCA input file:
```
! wB97M-V def2-TZVPD RIJCOSX def2/J DEFGRID3
* xyz 3 2
Hf 0.640 -0.128 0.179
C 4.162 2.347 -1.764
C 3.220 1.483 -0.830
N 1.948 1.346 -1.012
N 1.490 1.474 -2.324
C 0.256 1.926 -2.595
N -0.167 1.770 -3.873
S -0.719 2.727 -1.438
C 3.884 0.668 0.109
C 5.249 0.976 0.510
C 5.698 0.497 1.722
C 4.850 -0.419 2.366
C 3.579 -0.784 1.883
N 3.100 -0.262 0.743
H 3.568 2.994 -2.362
H 4.767 1.613 -2.362
H 4.784 2.978 -1.128
H 2.034 0.908 -2.972
H 0.094 0.899 -4.325
H -0.790 2.492 -4.236
H 5.757 1.702 -0.148
H 6.652 0.813 2.164
H 5.126 -0.901 3.270
H 2.904 -1.462 2.355
F 0.400 -1.102 -1.546
As -0.752 -3.544 2.165
F -5.661 -1.921 4.160
F 0.825 -1.602 1.388
F -2.064 -4.283 3.042
F 0.877 1.253 1.449
F 0.195 -3.286 3.668
O -4.915 -2.208 1.854
C -4.862 -1.387 0.942
C -6.003 -0.864 0.224
C -5.972 -0.286 -1.038
C -4.777 0.326 -1.496
C -3.664 0.090 -0.714
C -3.600 -0.859 0.366
C -2.245 -1.199 0.844
O -1.966 -2.441 1.166
O -1.418 -0.215 0.728
H -5.346 -2.092 3.167
H -6.918 -1.083 0.778
H -6.821 -0.412 -1.719
H -4.655 0.866 -2.427
H -2.746 0.593 -0.934
*
```

Kohn-Sham gap (spin up / spin down) ... 0.1548 / 0.1543 Ha
ΔE to the lowest compared entry with this formula, charge and spin ... 0.0 kJ/mol
HOMO (spin up / spin down) ... -18.1 / -18.1 eV

Below is a structure of composition C19H20CaCl4GeN3OS, with properties calculated with ωB97M-V/def2-TZVPD.

ORCA input file:
```
! wB97M-V def2-TZVPD RIJCOSX def2/J DEFGRID3
* xyz 0 2
Ca 1.206 0.743 -0.520
C -1.120 -0.626 2.346
C -0.695 -1.045 0.962
O 0.544 -1.103 0.570
H -0.574 -1.195 3.107
H -2.198 -0.767 2.502
H -0.875 0.427 2.484
Cl 2.179 1.552 1.798
Ge 3.380 -0.533 1.805
Cl 5.390 0.387 2.120
Cl 3.548 -0.549 -0.577
C 0.495 -3.916 -2.332
N -0.120 -3.216 -1.195
C -1.238 -2.504 -1.346
N -1.899 -2.545 -2.517
S -2.000 -1.748 -0.026
H 1.371 -4.445 -1.969
H 0.809 -3.246 -3.131
H -0.200 -4.650 -2.737
H 0.512 -2.805 -0.517
H -1.322 -2.670 -3.336
H -2.575 -1.807 -2.640
Cl -4.992 2.445 -0.230
C -3.396 2.961 0.190
C -3.077 4.305 0.238
C -1.780 4.662 0.573
C -0.858 3.663 0.831
N -1.168 2.362 0.774
C -2.424 2.019 0.469
H -3.833 5.054 0.013
H -1.489 5.706 0.629
H 0.168 3.903 1.099
H -2.660 0.960 0.424
C -2.661 2.501 -4.961
C -2.433 2.833 -3.601
C -1.487 2.156 -2.881
C -0.701 1.104 -3.445
C 0.320 0.430 -2.660
C 1.001 -0.570 -3.339
C 0.736 -0.946 -4.690
C -0.224 -0.293 -5.408
C -0.965 0.766 -4.806
C -1.945 1.493 -5.543
H -3.400 3.052 -5.536
H -3.009 3.627 -3.137
H -1.312 2.418 -1.845
H 1.807 -1.116 -2.832
H 1.311 -1.746 -5.156
H -0.420 -0.553 -6.449
H -2.109 1.233 -6.587
*
```

Kohn-Sham gap (spin up / spin down) ... 0.2278 / 0.2945 Ha
ΔE to the lowest compared entry with this formula, charge and spin ... 113.1 kJ/mol
HOMO (spin up / spin down) ... -6.2 / -7.9 eV

Below is a structure of composition C2H2F12K2N3O19S8, with properties calculated with ωB97M-V/def2-TZVPD.

ORCA input file:
```
! wB97M-V def2-TZVPD RIJCOSX def2/J DEFGRID3
* xyz -2 2
K 4.991 0.150 0.194
K 0.012 -3.446 2.968
N 3.615 2.762 -3.805
S 3.595 3.552 -2.334
O 2.384 3.716 -1.614
O 4.548 4.569 -2.081
F 4.186 2.316 -1.590
S 2.254 3.322 -4.243
O 2.137 4.703 -4.558
O 1.037 2.578 -3.971
F 2.579 2.725 -5.690
N -2.079 4.316 2.114
S -3.715 4.873 2.248
O -4.338 4.473 3.495
O -4.542 5.040 1.122
F -3.213 6.395 2.624
S -2.442 3.094 1.274
O -2.503 3.338 -0.208
O -3.209 2.017 1.899
F -1.048 2.318 1.283
N -2.755 -3.341 3.027
S -3.790 -2.046 2.712
O -3.871 -0.971 3.752
O -4.974 -2.266 1.915
F -2.865 -1.244 1.579
S -3.468 -3.685 4.318
O -4.884 -4.075 4.243
O -3.126 -3.122 5.613
F -2.744 -5.101 4.526
C 2.711 -4.150 -0.527
F 3.321 -4.559 0.560
F 2.612 -2.838 -0.616
F 3.462 -4.569 -1.577
S 0.915 -4.885 -0.681
O 0.282 -4.776 0.625
O 0.238 -4.076 -1.710
O 1.147 -6.295 -1.058
C 0.000 -0.863 0.049
F -0.865 -1.392 -0.790
F -0.716 -0.114 0.916
F 0.669 -1.827 0.646
S 1.146 0.223 -1.013
O 2.371 0.438 -0.201
O 1.442 -0.403 -2.332
O 0.466 1.545 -1.181
O 3.129 0.286 -4.257
H 2.562 0.080 -3.513
H 3.337 1.214 -4.151
*
```

Kohn-Sham gap (spin up / spin down) ... 0.2135 / 0.1207 Ha
HOMO (spin up / spin down) ... -4.7 / -4.7 eV

Below is a structure of composition C11H29Ag3FO8P, with properties calculated with ωB97M-V/def2-TZVPD.

ORCA input file:
```
! wB97M-V def2-TZVPD RIJCOSX def2/J DEFGRID3
* xyz 2 1
Ag -2.218 -2.262 -0.210
Ag -2.217 0.078 1.609
Ag -0.793 0.098 -1.778
F -1.587 -0.442 -0.100
C -2.504 1.823 -0.962
O -3.128 2.693 0.010
P -2.369 2.937 1.421
O -1.846 1.707 2.092
O -1.268 4.057 1.028
C -0.020 3.539 0.458
O -3.466 3.709 2.325
C -3.374 3.970 3.702
H -1.538 1.423 -0.654
H -2.292 2.389 -1.869
H -3.188 0.982 -1.075
H 0.750 4.038 1.045
H 0.042 3.891 -0.571
H 0.151 2.467 0.559
H -3.473 5.048 3.835
H -2.385 3.680 4.057
H -4.253 3.550 4.190
C 0.587 0.352 0.773
O 1.851 0.365 0.229
C 2.543 -0.870 0.362
C 4.059 -0.631 0.022
O 4.347 -0.516 -1.408
C 5.684 -0.090 -1.690
H -0.033 -0.203 0.069
H 0.131 1.338 0.864
H 0.491 -0.166 1.727
H 2.062 -1.644 -0.237
H 2.501 -1.219 1.394
H 4.685 -1.446 0.384
H 4.324 0.311 0.502
H 5.984 0.862 -1.252
H 5.905 -0.042 -2.756
H 6.407 -0.857 -1.411
C -2.107 -3.259 -3.399
O -1.663 -3.086 -2.061
C -0.243 -3.092 -1.865
C 0.217 -2.536 -0.551
O -0.527 -3.195 0.487
C -0.369 -2.463 1.635
H -1.866 -2.363 -3.971
H -3.166 -3.489 -3.526
H -1.547 -4.115 -3.777
H 0.177 -2.379 -2.574
H 0.197 -4.073 -2.043
H 0.104 -1.452 -0.534
H 1.277 -2.747 -0.413
H 0.663 -2.353 1.967
H -1.003 -2.888 2.413
H -0.694 -1.428 1.527
*
```

Kohn-Sham gap ... 0.2345 Ha
ΔE to the lowest compared entry with this formula, charge and spin ... 934.0 kJ/mol
HOMO ... -14.4 eV

Computed total energy (eV) in order:
-136624.1266; -4217.7259; -47752.1349; -7851.7910; -117160.2891; -162429.3312; -197416.9199; -52235.0876
Computed maximum force (eV Å⁻¹) in order:
1.41; 1.22; 2.74; 0.54; 5.20; 1.41; 9.84; 10.42